A structure of composition C28H25MgN3OPS2 at a distorted geometry. Source: OMol25; level of theory: ωB97M-V/def2-TZVPD.

Each line ends with the Löwdin charge.
Positions of all 61 atoms, in Å:
1 Mg -1.2323 0.4141 -0.3642  0.217
2 S -3.3508 0.4388 -1.4358  0.693
3 C -3.4341 1.5910 -2.7319  -0.698
4 C -4.4304 1.4423 -3.7456  -0.258
5 N -5.2306 1.3511 -4.5891  0.129
6 C -2.5310 2.5803 -2.7022  -0.762
7 S -1.4153 2.5591 -1.3720  0.542
8 C -2.4440 3.6188 -3.6801  -0.271
9 N -2.4011 4.4513 -4.4958  0.128
10 C -1.8406 -2.7242 -2.2600  -0.059
11 C -2.9309 -2.2775 -1.2799  -0.485
12 C -4.2031 -3.0972 -1.5043  -0.069
13 C -2.4978 -2.3223 0.1958  -0.283
14 C -2.1129 -3.6789 0.7475  -0.109
15 O -1.0350 -3.3889 1.6280  -0.012
16 C -0.5818 -2.1613 1.2499  -0.342
17 N -1.3047 -1.4898 0.4127  -0.049
18 C 0.7326 -1.7935 1.8672  -0.146
19 C 1.2931 -2.7535 2.7473  -0.039
20 C 2.5285 -2.5638 3.3658  -0.114
21 C 3.2431 -1.4077 3.1171  -0.128
22 C 2.7145 -0.4427 2.2600  -0.097
23 C 1.4547 -0.5942 1.6225  -0.301
24 P 0.8950 0.7964 0.5379  0.938
25 C 1.0529 2.2182 1.6670  -0.333
26 C -0.0726 2.5491 2.4435  -0.083
27 C -0.0423 3.6147 3.3474  -0.084
28 C 1.1163 4.3707 3.4923  -0.100
29 C 2.2423 4.0600 2.7349  -0.087
30 C 2.2103 2.9924 1.8313  -0.096
31 C 2.2033 0.9434 -0.7185  -0.330
32 C 2.4353 2.1628 -1.3764  -0.096
33 C 3.4019 2.2739 -2.3815  -0.080
34 C 4.1353 1.1573 -2.7710  -0.100
35 C 3.8941 -0.0704 -2.1639  -0.089
36 C 2.9312 -0.1766 -1.1553  -0.077
37 H -2.1781 -2.5850 -3.2931  0.083
38 H -1.5867 -3.7814 -2.1391  0.068
39 H -0.9258 -2.1362 -2.1346  0.069
40 H -3.1636 -1.2312 -1.5210  -0.138
41 H -4.0328 -4.1638 -1.3245  0.071
42 H -4.5592 -2.9840 -2.5338  0.080
43 H -5.0042 -2.7630 -0.8367  0.079
44 H -3.3057 -1.9006 0.8092  0.152
45 H -1.7620 -4.3920 -0.0030  0.122
46 H -2.9339 -4.1379 1.3067  0.131
47 H 0.7702 -3.6824 2.9675  0.105
48 H 2.9266 -3.3230 4.0342  0.093
49 H 4.2108 -1.2471 3.5855  0.089
50 H 3.3191 0.4449 2.0871  0.094
51 H -0.9920 1.9720 2.3518  0.100
52 H -0.9246 3.8489 3.9369  0.101
53 H 1.1427 5.1984 4.1956  0.097
54 H 3.1510 4.6455 2.8480  0.098
55 H 3.1144 2.7730 1.2694  0.099
56 H 1.8554 3.0475 -1.1189  0.101
57 H 3.5690 3.2312 -2.8678  0.103
58 H 4.8789 1.2395 -3.5589  0.097
59 H 4.4428 -0.9533 -2.4816  0.099
60 H 2.7482 -1.1608 -0.7299  0.108
61 H -0.1535 -0.6022 0.6101  0.027

Forces on atoms 1 to 6 (eV/Å):
Mg -1.8 0.5 -1.2
S -2.3 1.5 -0.7
C -0.5 -0.5 0.5
C -1.0 0.0 -1.2
N 1.1 0.1 1.3
C 0.9 0.6 0.4

Calculated values
E_HOMO (spin up / spin down)   -2.57 / -3.12 eV
HOMO-LUMO gap (spin up / spin down)   5.07 / 5.62 eV
Net charge   -1

An isolated molecule of C28H25N3O5 at a distorted geometry. Source: OMol25; level of theory: ωB97M-V/def2-TZVPD.

Each line ends with the Löwdin charge.
Positions of all 61 atoms, in Å:
1 C 4.0985 -4.7638 -2.4233  -0.071
2 O 3.0729 -4.1607 -1.6704  -0.081
3 C 2.6533 -2.9207 -2.0117  -0.227
4 C 3.2828 -2.1074 -2.9513  -0.005
5 C 2.8073 -0.8375 -3.2125  -0.030
6 C 1.6989 -0.3358 -2.5353  -0.206
7 C 1.2199 1.0039 -2.7852  -0.086
8 N 0.3205 1.5114 -2.0435  0.055
9 N -0.1476 2.7443 -2.2729  0.058
10 C -1.0545 3.3291 -1.4301  -0.431
11 O -1.4596 4.4527 -1.6285  0.093
12 C -1.4102 2.4765 -0.2561  -0.071
13 C -1.0522 2.9071 0.9940  0.082
14 C -1.3127 2.0824 2.1142  -0.195
15 C -0.9720 2.5026 3.4818  -0.089
16 C -1.8307 2.1328 4.5117  -0.023
17 C -1.5888 2.5033 5.8204  -0.088
18 C -0.4629 3.2501 6.1147  -0.083
19 C 0.4205 3.6102 5.1116  -0.024
20 C 0.1839 3.2432 3.7912  -0.214
21 O 1.0320 3.5339 2.7645  -0.098
22 C 2.2421 4.1926 3.0450  -0.079
23 N -1.9059 0.9175 1.9992  0.173
24 C -2.2928 0.4840 0.7876  -0.209
25 C -2.9455 -0.7645 0.7026  -0.008
26 C -3.3849 -1.2331 -0.5028  -0.086
27 C -3.1947 -0.4793 -1.6715  -0.081
28 C -2.5551 0.7288 -1.6252  -0.031
29 C -2.0776 1.2343 -0.4014  -0.114
30 C 1.0554 -1.1614 -1.6085  0.047
31 C 1.5110 -2.4352 -1.3482  -0.117
32 C 0.7369 -3.3265 -0.4129  -0.086
33 O -0.6127 -3.5050 -0.8571  0.001
34 C -0.7853 -4.1271 -2.0272  -0.531
35 C -2.2499 -4.2224 -2.3684  0.028
36 O 0.1098 -4.5476 -2.7105  0.128
37 H 5.0490 -4.2326 -2.3071  0.095
38 H 4.2000 -5.7717 -2.0242  0.096
39 H 3.8330 -4.8196 -3.4825  0.102
40 H 4.1470 -2.4619 -3.4902  0.103
41 H 3.3113 -0.2244 -3.9460  0.111
42 H 1.6655 1.5552 -3.6232  0.128
43 H 0.1967 3.2986 -3.0630  0.167
44 H -0.5734 3.8630 1.1235  0.128
45 H -2.6996 1.5480 4.2536  0.111
46 H -2.2724 2.2142 6.6037  0.100
47 H -0.2593 3.5540 7.1309  0.104
48 H 1.2976 4.1817 5.3712  0.100
49 H 2.0727 5.1967 3.4477  0.097
50 H 2.8620 3.6195 3.7418  0.098
51 H 2.7580 4.2732 2.0890  0.095
52 H -3.0918 -1.3200 1.6155  0.112
53 H -3.8951 -2.1829 -0.5620  0.099
54 H -3.5688 -0.8545 -2.6136  0.101
55 H -2.4250 1.3124 -2.5246  0.115
56 H 0.1765 -0.7904 -1.1039  0.122
57 H 0.6403 -2.8757 0.5769  0.140
58 H 1.2267 -4.3015 -0.3436  0.131
59 H -2.3946 -4.9513 -3.1598  0.087
60 H -2.8187 -4.4967 -1.4851  0.085
61 H -2.5877 -3.2464 -2.7089  0.073

Forces on atoms 1 to 6 (eV/Å):
C 0.2 -0.1 -0.1
O -0.2 0.2 0.1
C -0.1 0.4 0.0
C 0.2 -0.5 0.1
C -0.4 0.3 0.2
C 0.3 -0.7 0.1

Calculated values
E_HOMO   -8.07 eV
HOMO-LUMO gap   8.20 eV
Energy relative to the best compared isomer or geometry (same formula, charge and spin)   200.6 kJ/mol
Net charge   0
SMILES   COc1ccc(/C=N/NC(=O)c2cc(-c3ccccc3OC)nc3ccccc23)cc1COC(C)=O

A structure of composition C28H25N3OS3V at a distorted geometry. Source: OMol25; level of theory: ωB97M-V/def2-TZVPD.

Each line ends with the Löwdin charge.
Positions of all 61 atoms, in Å:
1 V -0.1096 -1.7731 -1.4327  0.802
2 C -0.7744 -2.2979 2.7562  0.031
3 C -1.0421 -2.1678 1.2945  -0.165
4 N -0.0647 -1.9336 0.4717  -0.100
5 N 1.2469 -1.7661 0.9613  0.005
6 C 2.1724 -2.1035 0.1231  -1.015
7 S 1.8572 -2.8501 -1.4727  0.718
8 S 3.8382 -1.8658 0.5603  0.970
9 C 3.8366 -0.4093 1.6692  -0.385
10 C 3.3234 -0.5721 3.0750  -0.307
11 C 3.9882 -1.3829 3.9871  -0.039
12 C 3.5317 -1.4915 5.2936  -0.057
13 C 2.4164 -0.7721 5.7041  -0.071
14 C 1.7621 0.0583 4.8048  -0.083
15 C 2.2138 0.1480 3.4950  -0.078
16 C -2.3958 -2.4157 0.7649  -0.095
17 C -3.4909 -2.4744 1.6332  0.008
18 C -4.7436 -2.8202 1.1621  -0.026
19 C -4.9203 -3.1451 -0.1791  -0.013
20 C -3.8545 -3.1075 -1.0688  0.024
21 C -2.6326 -2.7293 -0.5749  -0.235
22 O -1.5222 -2.6928 -1.4228  -0.172
23 H 0.2576 -2.0713 2.9981  0.073
24 H -1.4248 -1.6254 3.3168  0.105
25 H -1.0135 -3.3187 3.0626  0.125
26 H 4.9086 -0.1982 1.6738  0.088
27 H 3.3445 0.4087 1.1462  0.080
28 H 4.8694 -1.9345 3.6788  0.120
29 H 4.0587 -2.1209 5.9978  0.114
30 H 2.0710 -0.8435 6.7270  0.111
31 H 0.9126 0.6469 5.1278  0.107
32 H 1.7124 0.8106 2.7972  0.105
33 H -3.3602 -2.2458 2.6805  0.121
34 H -5.5832 -2.8515 1.8418  0.125
35 H -5.8978 -3.4413 -0.5356  0.128
36 H -3.9680 -3.3673 -2.1117  0.138
37 N 0.2913 0.0520 -1.4946  -0.382
38 S 0.0818 0.7830 -2.9808  1.159
39 C 1.2231 2.1187 -3.0016  -0.431
40 C 2.2854 2.0118 -3.8894  -0.060
41 C 3.2608 3.0005 -3.8673  -0.034
42 C 3.1635 4.0466 -2.9634  -0.023
43 C 2.0906 4.1297 -2.0745  -0.034
44 C 1.1029 3.1633 -2.0849  -0.069
45 C -1.4856 1.6137 -2.8819  -0.408
46 C -2.4899 1.1301 -2.0574  -0.077
47 C -3.7271 1.7595 -2.0809  -0.043
48 C -3.9442 2.8372 -2.9273  -0.032
49 C -2.9295 3.2978 -3.7562  -0.030
50 C -1.6855 2.6870 -3.7435  -0.064
51 H 0.3541 0.7304 -0.7378  0.072
52 H 2.3520 1.1871 -4.5872  0.120
53 H 4.0919 2.9493 -4.5570  0.125
54 H 3.9269 4.8130 -2.9501  0.125
55 H 2.0236 4.9581 -1.3824  0.124
56 H 0.2503 3.2431 -1.4219  0.125
57 H -2.3332 0.2944 -1.3858  0.088
58 H -4.5196 1.4063 -1.4355  0.120
59 H -4.9111 3.3215 -2.9424  0.124
60 H -3.1029 4.1373 -4.4154  0.126
61 H -0.8934 3.0453 -4.3874  0.124

Forces on atoms 1 to 6 (eV/Å):
V 1.7 -0.7 0.2
C -0.1 0.1 0.0
C -0.3 -0.2 0.1
N 0.6 -0.1 0.2
N -0.5 0.2 -0.3
C 0.0 0.0 0.3

Calculated values
E_HOMO (spin up / spin down)   -13.50 / -13.50 eV
HOMO-LUMO gap (spin up / spin down)   5.66 / 6.15 eV
Energy relative to the best compared isomer or geometry (same formula, charge and spin)   98.9 kJ/mol
Net charge   +2
Expectation value of S²   0.77
2S+1   2

Calculated total energy per entry: -2659.192238 -1622.454682 -3459.499422 a.u.